(1)
A molecular structure, C52H85AsBN9O3PSSiTi. Source: the OMol25 dataset; level of theory: ωB97M-V/def2-TZVPD.

```
155
C52H85AsBN9O3PSSiTi, DFT ωB97M-V/def2-TZVPD
Ti 0.18442 0.12752 -0.05871
C -3.42392 2.59178 -0.71991
C -2.25770 1.99261 -1.17374
N -1.75380 1.18052 -0.24772
N -2.58271 1.25266 0.82386
C -3.59492 2.09618 0.55486
B -2.55027 0.15770 1.90882
N -1.15655 0.04142 2.61559
C -0.95038 -0.23934 3.91446
C 0.29443 -0.81706 4.05211
C 0.79908 -0.87500 2.75725
N -0.06638 -0.32318 1.90936
N -2.66405 -1.14606 1.08838
C -3.59075 -2.12019 1.06061
C -3.22105 -3.03617 0.10013
C -2.02936 -2.53040 -0.42285
N -1.70583 -1.38700 0.16959
N -3.60789 0.29898 2.97808
C -4.00554 -0.66187 3.86042
C -4.76446 -0.06061 4.82721
C -4.77244 1.30057 4.46547
N -4.07328 1.50910 3.36787
H -4.05520 3.28022 -1.25287
H -1.76390 2.14187 -2.11907
H -4.34625 2.28422 1.29821
H -1.68990 -0.02078 4.66414
H 0.76522 -1.15774 4.95733
H 1.69741 -1.33703 2.39711
H -4.45461 -2.08881 1.70198
H -3.74720 -3.93247 -0.17644
H -1.38667 -2.94606 -1.17922
H -3.69868 -1.68962 3.75259
H -5.24348 -0.52595 5.67089
H -5.26218 2.12242 4.96203
C 3.77759 -0.04752 2.56725
C 3.81362 -0.94188 1.31205
C 5.27527 -1.27815 1.01136
P 2.83120 -0.16012 -0.10236
C 3.85942 -0.46361 -1.63100
C 3.36732 0.49068 -2.72259
C 3.88446 -1.91235 -2.10978
C 3.27893 1.57972 0.15840
C 4.58652 2.05462 0.19950
C 4.89109 3.35963 0.54300
C 6.30773 3.85882 0.58717
C 3.82292 4.19233 0.86406
C 2.52001 3.74506 0.80463
C 2.20293 2.42224 0.43006
N 0.85594 1.98018 0.29553
C 0.04140 3.18288 0.29732
C -0.52016 3.70914 1.45989
C -0.29888 3.10287 2.81864
C -1.24035 4.90158 1.38802
C -1.35584 5.62356 0.21504
C -2.16833 6.88619 0.14564
C -0.69208 5.14379 -0.90969
C 0.00906 3.95220 -0.88497
C 0.75036 3.49802 -2.11566
H 3.93374 -0.65361 3.46189
H 2.84674 0.50432 2.67852
H 4.57727 0.68945 2.51612
H 3.30472 -1.89293 1.49644
H 5.87852 -0.37870 0.89611
H 5.40463 -1.90274 0.13124
H 5.67431 -1.82473 1.86793
H 4.87134 -0.17495 -1.34168
H 2.28126 0.42695 -2.81102
H 3.81031 0.22968 -3.68529
H 3.62698 1.52412 -2.49560
H 2.90784 -2.23156 -2.45646
H 4.15173 -2.59449 -1.30558
H 4.60803 -2.01757 -2.92190
H 5.40319 1.38839 -0.04914
H 7.01615 3.06195 0.36657
H 6.53994 4.26130 1.57424
H 6.45310 4.66307 -0.13568
H 4.01404 5.21928 1.15249
H 1.73798 4.44523 1.05408
H 0.34970 2.23120 2.76562
H -1.25093 2.83733 3.27841
H 0.18126 3.83906 3.46646
H -1.68921 5.28371 2.29904
H -2.66821 7.08567 1.09190
H -2.92714 6.80684 -0.63511
H -1.53929 7.74420 -0.09695
H -0.71790 5.72456 -1.82635
H 0.31137 3.93513 -3.01299
H 0.74036 2.41059 -2.19302
H 1.79653 3.81100 -2.06696
C 0.97740 1.33195 -4.96098
C -0.38892 0.95460 -4.40157
As -0.45299 -0.24735 -2.80430
C 0.44430 -1.79329 -3.65838
C 0.11062 -2.25602 -5.07414
C -2.41575 -0.53603 -2.99519
C -2.86630 -1.68826 -3.88393
H 0.84938 1.88257 -5.89413
H 1.57763 0.44757 -5.17838
H 1.53328 1.96996 -4.27510
H -0.95927 0.41136 -5.15630
H -0.95326 1.85810 -4.16174
H 0.37145 -2.61621 -2.95124
H 1.48975 -1.48396 -3.64252
H -0.83630 -2.78446 -5.12746
H 0.88726 -2.95143 -5.39676
H 0.09351 -1.43111 -5.78757
H -2.81144 0.40063 -3.39179
H -2.83334 -0.65778 -1.99739
H -2.55735 -1.53583 -4.91697
H -3.95490 -1.75480 -3.87229
H -2.47063 -2.64118 -3.53005
C 0.39673 -6.54924 2.68140
C 0.60548 -5.04237 2.83308
C 1.28762 -4.74637 4.16434
C -0.74155 -4.32800 2.72937
O 1.49701 -4.53905 1.82446
Si 1.39502 -4.42956 0.20502
S 1.18487 -2.38802 -0.35996
O 2.78382 -4.88818 -0.49415
C 3.96322 -5.60467 -0.09419
C 3.62617 -6.91260 0.61757
C 4.72869 -5.88476 -1.38264
C 4.78458 -4.72951 0.85211
O 0.09974 -5.27961 -0.29685
C -0.23402 -6.07609 -1.43779
C 0.64551 -7.32135 -1.50777
C -0.04635 -5.26612 -2.72004
C -1.69056 -6.48632 -1.25138
H -0.29194 -6.90740 3.44690
H 1.34116 -7.08193 2.79331
H -0.01861 -6.76834 1.69950
H 0.68510 -5.11737 4.99377
H 1.43666 -3.67131 4.28369
H 2.26243 -5.23507 4.19274
H -1.40402 -4.65752 3.53061
H -1.20111 -4.55576 1.76561
H -0.60344 -3.24990 2.80068
H 3.04136 -7.57198 -0.01895
H 3.05927 -6.70166 1.52329
H 4.54759 -7.42720 0.88904
H 4.12618 -6.50729 -2.04570
H 5.66307 -6.40424 -1.16860
H 4.94857 -4.94835 -1.89712
H 4.14514 -4.38122 1.66520
H 5.18958 -3.86603 0.32441
H 5.61437 -5.29978 1.26899
H 1.67052 -7.03471 -1.73863
H 0.28403 -7.98938 -2.28969
H 0.62471 -7.85446 -0.55644
H 0.96790 -4.86072 -2.74038
H -0.76052 -4.44179 -2.76651
H -0.19323 -5.90096 -3.59386
H -1.79190 -7.09989 -0.35530
H -2.03570 -7.06229 -2.11041
H -2.31874 -5.60303 -1.13729
```

Total charge: +1
Relative energy (zero: lowest compared OMol25 entry of this formula, charge and spin) (kcal per mole): 0.00
Largest force on an atom (eV Å⁻¹): 1.31
HOMO energy (Ha): -0.3749
E (a.u.): -6890.28787
M (u): 1109.04

***

(2)
A molecular structure, C52H85BN12O9Pb. Source: the OMol25 dataset; level of theory: ωB97M-V/def2-TZVPD.

```
160
C52H85BN12O9Pb, DFT ωB97M-V/def2-TZVPD
Pb 15.76347 0.54940 -22.05745
O 18.74127 1.13806 -17.53150
C 19.21060 0.29367 -18.33878
O 20.23508 -0.50123 -18.16114
B 20.49875 -1.25512 -19.39131
O 19.37776 -0.95937 -20.28136
C 18.61157 -0.05063 -19.71672
O 17.50013 0.33604 -20.18922
O 20.52664 -2.71271 -19.17572
C 21.69783 -3.17014 -19.42466
O 22.04906 -4.32760 -19.31793
C 22.58971 -2.03894 -19.92743
O 21.82109 -0.95221 -19.96989
O 23.79554 -2.12972 -20.17495
O 14.74436 2.34183 -20.84135
H 14.13476 3.09913 -20.74434
C 14.39980 -6.31835 -21.64868
C 13.79259 -5.55863 -20.47408
C 13.35933 -4.14389 -20.82659
C 12.54021 -4.03733 -22.04038
N 11.95432 -4.00394 -23.02718
H 15.28077 -5.79087 -22.01442
H 13.70138 -6.42000 -22.47933
H 14.73005 -7.34543 -21.49330
H 14.48921 -5.58294 -19.63609
H 12.86984 -6.06866 -20.19747
H 14.29351 -3.58860 -20.91068
H 12.90679 -3.61195 -19.98972
C 21.39922 1.46502 -23.61167
C 22.51838 0.57074 -23.06171
C 22.50243 -0.82293 -23.67387
C 21.13604 -1.50109 -23.56488
N 20.10552 -2.00732 -23.48713
H 21.49876 2.44511 -23.14519
H 20.35990 1.14139 -23.55522
H 21.53709 1.62200 -24.68146
H 22.42659 0.53285 -21.97624
H 23.43484 1.08590 -23.34946
H 23.21943 -1.49280 -23.19922
H 22.73150 -0.87812 -24.73810
C 12.70355 6.19018 -20.83551
C 13.05938 5.65154 -22.21223
C 12.15570 4.52128 -22.69462
C 10.76364 4.94144 -22.79359
N 9.66410 5.31247 -22.88749
H 12.85542 5.41413 -20.08533
H 11.65310 6.47979 -20.86360
H 13.31954 7.03444 -20.52584
H 14.06384 5.26418 -22.04163
H 13.15917 6.46296 -22.93315
H 12.20438 3.63205 -22.06613
H 12.44043 4.21612 -23.70155
C 17.59817 4.74773 -25.56398
C 16.29491 4.60046 -26.37070
C 15.07949 4.53797 -25.42679
C 15.04499 3.26143 -24.64366
N 14.99569 2.28003 -24.03995
H 18.39480 5.00812 -26.26089
H 17.86173 3.84835 -25.00742
H 17.49922 5.62713 -24.92761
H 16.30339 3.78560 -27.09460
H 16.09233 5.50479 -26.94449
H 14.14210 4.57143 -25.98202
H 14.96842 5.40040 -24.76953
C 17.21328 0.22161 -28.02272
C 18.33053 -0.68953 -27.47143
C 18.95502 -0.21151 -26.12211
C 17.94262 -0.15697 -25.02789
N 17.16536 -0.12826 -24.18510
H 17.61682 1.18272 -28.34135
H 16.49718 0.38759 -27.21789
H 16.65605 -0.25472 -28.82938
H 19.03675 -0.84303 -28.28738
H 17.93004 -1.68841 -27.29835
H 19.33543 0.80244 -26.24573
H 19.78811 -0.89221 -25.94689
C 14.84815 -4.17047 -24.80676
C 16.00632 -4.25871 -25.78052
C 15.99566 -5.48056 -26.73605
C 14.75357 -5.77859 -27.39394
N 13.74527 -6.05455 -27.89549
H 14.63766 -5.07146 -24.23056
H 13.86564 -3.94028 -25.21881
H 15.01198 -3.35465 -24.10271
H 16.97756 -4.25561 -25.28575
H 16.05897 -3.30179 -26.29978
H 16.36168 -6.40134 -26.28185
H 16.73837 -5.26900 -27.50528
C 17.07140 6.16436 -21.74441
C 16.72304 5.27744 -20.50944
C 17.65257 4.06241 -20.40159
C 17.66464 3.14658 -21.52543
N 17.70612 2.43929 -22.42466
H 16.95263 5.56232 -22.64527
H 18.09412 6.54085 -21.76398
H 16.35811 6.96830 -21.92606
H 15.64687 5.11502 -20.44948
H 16.93320 5.82546 -19.59096
H 17.26234 3.40596 -19.62383
H 18.70578 4.30115 -20.25375
C 10.72868 -0.56109 -21.66801
C 11.11834 0.78047 -21.17813
C 12.01163 0.68761 -19.93601
C 13.17965 -0.17156 -20.22723
N 14.10067 -0.88135 -20.49306
H 10.19466 -1.07947 -20.87164
H 11.60293 -1.07192 -22.07155
H 9.99384 -0.44120 -22.46409
H 10.23180 1.37597 -20.96015
H 11.75377 1.29908 -21.89603
H 11.46928 0.22398 -19.11200
H 12.37914 1.64643 -19.57037
C 15.89741 4.12570 -15.33938
C 16.28100 3.54824 -16.72909
C 15.53955 2.22137 -17.02820
C 14.11409 2.37516 -17.05364
N 12.98645 2.48841 -17.03745
H 14.81147 4.08567 -15.25427
H 16.30393 5.11917 -15.15002
H 16.28296 3.54335 -14.50253
H 17.36077 3.58530 -16.87337
H 15.90726 4.24270 -17.48152
H 15.76793 1.41870 -16.32701
H 15.81408 1.85082 -18.01583
C 13.77309 -1.60680 -27.43287
C 12.57714 -0.90126 -26.79546
C 12.25772 -1.38260 -25.35759
C 13.27273 -1.03043 -24.37091
N 14.04545 -0.77268 -23.57383
H 13.69102 -2.69343 -27.40827
H 14.72700 -1.38468 -26.95453
H 13.89849 -1.25157 -28.45571
H 11.68272 -1.02540 -27.40596
H 12.67994 0.18078 -26.87738
H 12.02173 -2.44391 -25.43526
H 11.33439 -0.94127 -24.98238
C 15.37859 -1.83236 -17.67319
C 16.25859 -3.06247 -17.89489
C 15.98032 -4.15264 -16.79737
C 14.62564 -4.84363 -16.96058
N 13.60972 -5.34646 -17.14020
H 14.31053 -1.98684 -17.82645
H 15.74613 -1.06898 -18.35895
H 15.46473 -1.49253 -16.64110
H 17.32227 -2.82611 -17.86622
H 15.98255 -3.43213 -18.88244
H 15.86411 -3.63558 -15.84488
H 16.73209 -4.93265 -16.67689
C 19.28193 -6.42427 -21.27387
C 18.17198 -5.34852 -21.12591
C 18.47091 -3.99316 -21.78909
C 17.36127 -3.02223 -21.83943
N 16.48859 -2.22965 -21.85268
H 19.61125 -6.65701 -22.28654
H 18.96190 -7.36987 -20.83623
H 20.15043 -6.10166 -20.69965
H 18.01362 -5.25195 -20.05181
H 17.30936 -5.78377 -21.63045
H 18.66116 -4.27708 -22.82412
H 19.34455 -3.47607 -21.39227
```

Total charge: 0
Largest force on an atom (eV Å⁻¹): 4.84
HOMO energy (Ha): -0.3260
E (a.u.): -3584.49283
M (u): 1240.34

***

Q: The highest largest force on an atom belongs to which entry?
A: C52H85BN12O9Pb

***

Q: What is the largest force on an atom in the second record?
A: 4.84 eV Å⁻¹

***

Q: The lowest total charge belongs to which entry?
A: C52H85BN12O9Pb

***

Q: Which of these has the lowest HOMO energy?
A: C52H85AsBN9O3PSSiTi